No. 1
11
Properties=species:S:1:pos:R:3:forces:R:3 method="wB97M-V/def2-TZVPD" homo_energy_ev=-8.73 smiles="S=C1COC=NN1" e_above_lowest_ev=1.7224 e_lumo_ev=0.15 e_tot_ev=-19037.3260
S -0.03337 1.12983 -2.51168 0.002 -0.226 0.866
C 0.08917 0.44697 -0.99980 -1.034 -0.064 -1.062
C -1.16522 0.14022 -0.17880 -0.169 0.584 -0.139
O -0.92537 -0.47983 1.09495 0.269 0.128 0.019
C 0.35181 -0.70596 1.42628 -0.116 -0.276 0.642
N 1.38708 -0.48631 0.74078 0.372 -0.809 2.263
N 1.22873 0.09188 -0.43691 1.004 1.130 -2.020
H -1.87937 -0.50642 -0.69986 0.390 0.200 -0.210
H -1.65670 1.11323 -0.00357 0.125 -0.410 -0.013
H 0.48469 -1.10917 2.42274 -0.209 -0.117 -0.121
H 2.11855 0.36556 -0.85413 -0.633 -0.141 -0.225

***

No. 2
190
Properties=species:S:1:pos:R:3:forces:R:3 method="wB97M-V/def2-TZVPD" homo_energy_ev=-8.63 smiles="COC[C@H](C)N.COC[C@H](C)N.COC[C@H](C)N.COC[C@H](C)N.COC[C@H](C)N.COC[C@H](C)N.COCCNCCOC.COCCNCCOC.COCCNCCOC.NC(N)=O.NC(N)=O" e_above_lowest_ev=0.0000 e_lumo_ev=0.10 e_tot_ev=-95589.3136
C 7.82160 5.04097 5.95420 0.297 0.076 1.463
O 6.73194 5.74478 5.43866 -0.287 -0.016 0.050
C 5.52167 5.02357 5.63807 0.225 0.183 -0.599
C 4.32915 5.81881 5.10029 0.414 -0.741 0.396
C 4.03840 6.97912 6.04246 0.446 0.885 -0.919
N 3.17550 4.92247 5.02099 -0.487 0.722 0.181
H 8.73834 5.62346 5.85402 -0.039 -0.182 -0.800
H 7.87564 4.00699 5.59777 0.259 0.166 -0.424
H 7.76979 4.95483 7.05513 -0.430 -0.093 -0.046
H 5.59893 4.07814 5.08395 -0.030 -0.106 0.041
H 5.35915 4.78373 6.69512 0.058 0.038 0.083
H 4.55692 6.14551 4.08198 0.198 0.284 0.160
H 3.53954 6.66344 6.95717 -0.192 -0.010 -0.101
H 3.51024 7.76316 5.49363 -0.629 -0.215 0.324
H 4.95575 7.50726 6.31487 0.202 -0.397 0.116
H 2.80943 4.85154 5.96787 0.041 -0.491 -0.171
H 3.46050 3.99575 4.73407 0.018 -0.048 0.050
C 0.18487 -1.42738 -7.25692 0.611 0.267 0.636
O -0.91333 -1.18527 -8.08174 -0.243 -0.047 -0.338
C -1.37205 0.14738 -7.93569 0.217 -0.007 1.535
C -2.59142 0.44160 -8.76094 -1.392 0.240 -1.127
C -2.31457 0.37699 -10.26912 0.528 0.318 0.213
N -3.17104 1.74964 -8.38464 0.372 -0.324 -0.007
H 0.39737 -2.49221 -7.17689 -0.011 -0.037 -0.503
H 0.05736 -1.10004 -6.21316 -0.531 0.147 -0.091
H 1.06418 -0.86195 -7.58965 0.124 -0.259 -0.239
H -1.58852 0.26703 -6.86187 -0.450 0.162 -0.101
H -0.56885 0.88727 -8.06904 -0.010 -0.093 -0.680
H -3.39489 -0.29082 -8.60738 0.469 -0.493 0.398
H -1.40803 0.95116 -10.48101 0.209 -0.363 -0.115
H -3.06384 0.83864 -10.91563 -0.412 -0.084 0.398
H -2.23337 -0.66946 -10.55919 0.385 0.099 -0.166
H -3.74844 2.04109 -9.16495 0.029 0.181 0.031
H -3.83703 1.58704 -7.63145 0.166 0.346 -0.012
C -2.35530 -0.09250 -4.25770 0.075 -1.090 -0.117
O -3.24226 0.86085 -4.77428 -0.010 0.788 0.213
C -4.50341 0.34179 -5.13203 -0.091 -1.362 0.212
C -5.57061 1.39262 -5.12979 -0.090 1.274 -0.801
C -6.98306 0.93890 -5.50169 0.425 -1.135 1.325
N -5.24201 2.40738 -6.15925 0.309 0.227 0.638
H -1.34463 0.30005 -4.18520 -0.094 0.349 -0.113
H -2.31930 -0.98893 -4.89031 0.118 0.082 -0.276
H -2.61733 -0.50602 -3.27686 -0.337 0.431 0.193
H -4.43871 -0.16049 -6.10716 -0.004 0.088 -0.117
H -4.77935 -0.43623 -4.40638 -0.093 -0.023 0.027
H -5.55323 1.85199 -4.13033 -0.251 -0.163 -0.013
H -7.32878 0.20155 -4.76682 -0.066 0.080 0.006
H -7.02087 0.42269 -6.45840 0.032 0.410 -0.245
H -7.66250 1.78393 -5.42289 -0.058 0.021 -0.363
H -5.96876 3.11396 -6.10842 0.038 0.068 -0.236
H -4.38482 2.88748 -5.88610 0.003 -0.090 -0.162
C -2.18900 -1.67828 9.75141 -0.975 0.318 0.053
O -2.37101 -1.52679 8.35326 0.324 0.095 0.431
C -2.23505 -0.16824 7.98410 -0.413 -0.471 -0.867
C -2.23123 -0.06457 6.45894 0.672 1.338 0.148
C -1.21127 -0.95770 5.81273 0.334 -1.639 0.477
N -1.79593 1.32424 6.09460 -0.694 -0.249 0.055
H -1.13883 -1.63588 10.04043 0.074 -0.189 0.001
H -2.70271 -2.58036 10.08002 0.482 -0.349 -0.207
H -2.73550 -0.89117 10.28672 0.211 0.227 -0.019
H -3.12317 0.36245 8.34667 0.251 0.353 0.288
H -1.31150 0.28013 8.36375 -0.022 -0.038 0.233
H -3.25743 -0.22989 6.11991 0.092 -0.370 -0.252
H -1.35114 -1.99489 6.13494 -0.361 -0.011 -0.284
H -0.20194 -0.78162 6.19819 -0.015 0.586 -0.107
H -1.19707 -0.92798 4.72363 -0.097 0.219 0.096
H -1.84264 1.31480 5.07319 0.201 0.187 0.119
H -2.52447 1.99183 6.34904 0.071 -0.062 0.179
C -1.80720 -4.73279 -4.07509 -1.503 0.376 1.563
O -2.42071 -5.94054 -3.61404 1.031 -0.154 -0.358
C -1.78848 -7.06507 -4.23996 -1.028 0.662 -0.773
C -2.71410 -8.27378 -4.06711 -0.304 -0.170 0.581
C -2.27266 -9.45774 -4.89044 0.845 -0.182 -0.285
N -4.12414 -7.97289 -4.29489 -0.416 0.797 0.041
H -2.30295 -4.36946 -4.97715 0.609 -0.335 -0.542
H -0.72415 -4.79191 -4.05266 0.062 -0.017 -0.579
H -2.09750 -3.99184 -3.32388 0.275 0.087 0.035
H -1.73188 -6.83167 -5.31381 0.085 -0.148 -0.102
H -0.75686 -7.15556 -3.88694 -0.068 -0.407 0.261
H -2.69487 -8.53623 -3.00386 0.196 -0.123 -0.009
H -1.36046 -9.88355 -4.46373 0.037 0.028 -0.092
H -2.02728 -9.14506 -5.91012 -0.062 -0.010 -0.024
H -2.98737 -10.27476 -4.96594 -0.281 0.228 0.249
H -4.30537 -7.07963 -3.84182 -0.117 -0.198 0.203
H -4.40544 -7.78244 -5.25326 0.553 -0.369 -0.232
C -0.33232 -4.06178 2.59836 0.033 0.875 -1.851
O 0.97097 -3.87074 3.08151 -0.399 -0.299 1.104
C 1.59007 -2.66379 2.66486 0.332 -0.579 -0.018
C 2.87911 -2.48330 3.47122 -0.196 -0.464 0.632
C 2.61483 -2.25457 4.96638 -0.208 -0.988 -0.237
N 3.74142 -1.42774 2.96225 -0.350 0.247 -0.420
H -0.26367 -4.04312 1.49720 -0.195 -0.137 -0.116
H -1.01896 -3.23501 2.81420 0.085 0.041 0.512
H -0.81312 -5.00641 2.83585 0.531 -0.117 0.632
H 1.89185 -2.81578 1.62239 -0.142 0.451 -0.251
H 0.93269 -1.79350 2.75666 -0.222 0.002 0.031
H 3.35374 -3.46673 3.38496 0.390 0.154 -0.047
H 2.00800 -3.06966 5.37258 -0.396 0.170 -0.283
H 2.09161 -1.31273 5.11150 0.158 0.194 0.268
H 3.52343 -2.36248 5.55854 0.219 0.682 -0.218
H 3.18841 -0.55709 2.92712 0.492 -0.395 0.197
H 3.96791 -1.61105 1.98703 0.032 -0.116 0.006
C -4.33809 3.50605 -2.07883 0.514 -0.752 -0.235
O -3.94702 3.81725 -0.76463 0.426 0.061 -0.351
C -3.23474 2.78839 -0.09176 -0.834 -0.313 1.274
C -2.12609 3.41531 0.73304 -0.274 0.094 -1.037
N -0.91761 3.57686 -0.06972 0.840 -0.243 0.800
C 0.04427 4.50317 0.55846 -0.655 -0.258 -1.510
C 1.24972 4.73947 -0.34634 -0.245 0.557 1.036
O 0.85236 5.06028 -1.66379 0.162 -0.085 0.344
C 1.97962 5.38893 -2.43940 0.165 -0.117 -0.792
H -5.09388 4.21751 -2.40129 -0.153 -0.141 0.089
H -4.66734 2.45942 -2.12567 -0.552 0.216 -0.044
H -3.50742 3.52797 -2.79999 0.126 0.301 0.165
H -2.94150 1.92952 -0.70243 0.392 0.412 -0.491
H -3.92670 2.32991 0.62871 -0.142 0.054 0.009
H -1.93303 2.83289 1.63630 0.209 -0.164 -0.093
H -2.56794 4.36706 1.05405 0.248 0.185 0.125
H -1.07122 3.84541 -1.03266 -0.359 0.200 0.094
H 0.38739 4.04858 1.48549 -0.016 0.358 0.242
H -0.47255 5.45703 0.70180 0.192 0.130 0.503
H 1.93808 3.89182 -0.25425 -0.006 -0.188 -0.602
H 1.76809 5.60656 0.07808 0.233 -0.021 0.030
H 2.69841 4.56458 -2.39131 0.132 0.073 -0.149
H 2.49656 6.32268 -2.18919 -0.202 -0.042 0.649
H 1.66412 5.54376 -3.47207 -0.166 -0.320 0.033
C 0.80057 -1.67426 -3.39586 -0.215 1.044 -1.267
O -0.27774 -1.86351 -2.51010 0.818 -0.159 -0.137
C -0.08745 -1.30164 -1.23098 -1.019 0.310 0.221
C -0.00599 0.22877 -1.18660 -0.053 0.012 0.815
N -0.06968 0.66062 0.22457 0.268 -0.063 -0.284
C 1.20248 0.58050 0.92632 0.488 -0.204 -0.209
C 1.00033 1.07136 2.33243 0.652 -0.584 0.486
O 2.26053 1.04436 2.99256 0.040 0.268 -0.503
C 2.11820 1.54259 4.29883 -0.240 0.578 -0.060
H 1.81284 -1.84152 -3.02526 -0.199 -0.487 0.356
H 0.81051 -0.65075 -3.80670 -0.035 0.173 0.375
H 0.59487 -2.24371 -4.30454 0.178 -0.537 0.338
H 0.72501 -1.75758 -0.65308 0.191 -0.081 -0.311
H -1.03122 -1.57263 -0.74772 0.205 0.049 0.385
H -0.88688 0.67181 -1.65469 0.075 -0.132 -0.325
H 0.89433 0.63996 -1.65444 0.071 -0.122 -0.258
H -0.28221 1.66488 0.20187 -0.300 -0.086 -0.141
H 1.98210 1.18119 0.43456 -0.059 0.320 0.025
H 1.65409 -0.41579 0.93260 -0.426 -0.197 0.027
H 0.35274 0.41871 2.92573 -0.496 0.068 -0.328
H 0.56790 2.07666 2.31828 0.021 0.113 0.180
H 1.72758 2.56137 4.18295 -0.037 -0.035 0.570
H 3.08104 1.57920 4.80834 0.020 -0.162 -0.152
H 1.41286 0.92697 4.87022 0.000 0.133 0.086
C 1.40072 -4.88365 -2.47130 -0.847 -0.451 -0.254
O 2.53874 -4.16496 -2.10583 0.704 -0.004 0.249
C 2.94154 -4.42060 -0.76478 -0.970 0.017 0.572
C 4.16932 -3.60201 -0.40408 -0.146 0.135 -1.253
N 3.84468 -2.19081 -0.60942 -0.456 0.240 -0.027
C 4.98269 -1.27406 -0.83698 -0.702 -0.867 0.265
C 4.46054 -0.01499 -1.51866 0.645 -0.435 0.158
O 4.58561 -0.18016 -2.91713 -0.122 0.296 -0.136
C 4.21958 1.01989 -3.58987 0.637 -0.545 0.285
H 0.45602 -4.43695 -2.13530 0.196 0.359 0.106
H 1.36247 -5.91125 -2.08748 0.457 -0.019 0.059
H 1.36447 -4.94947 -3.55920 0.139 0.112 0.003
H 3.04769 -5.49925 -0.61849 0.490 -0.029 -0.043
H 2.10568 -4.14101 -0.10890 0.005 0.136 0.116
H 4.92928 -3.88601 -1.14700 0.399 -0.223 0.389
H 4.49423 -3.80699 0.61487 0.067 -0.058 -0.001
H 3.32472 -2.19471 -1.48400 -0.091 0.146 0.095
H 5.69623 -1.81216 -1.47017 0.374 0.488 -0.095
H 5.44259 -1.05249 0.12722 0.100 0.100 -0.050
H 5.02276 0.86577 -1.18731 0.009 0.037 -0.050
H 3.41139 0.11667 -1.23593 -0.121 0.141 0.023
H 3.18696 1.25874 -3.32049 -0.033 0.311 -0.370
H 4.39127 0.85968 -4.65282 -0.455 -0.086 -0.020
H 4.91022 1.82145 -3.30109 -0.257 0.157 0.181
N 0.55512 3.13150 6.72427 0.399 0.297 0.034
C 1.63333 2.87058 7.51312 0.165 0.434 0.277
N 1.39183 1.76566 8.29828 -0.057 0.106 -0.212
O 2.64174 3.57799 7.55991 -0.567 -0.671 0.252
H 0.59043 3.96670 6.16667 -0.056 -0.127 -0.135
H -0.16376 2.42529 6.59614 -0.267 0.236 -0.295
H 2.10297 1.29050 8.81968 0.229 0.147 -0.138
H 0.57484 1.25690 8.01392 0.054 -0.419 0.310
N -4.32794 -0.17352 2.82656 0.149 0.242 -0.027
C -3.02733 0.14798 2.52129 -0.318 -0.537 1.041
N -2.59584 -0.30909 1.33456 0.849 0.244 -0.241
O -2.30364 0.73174 3.33984 -0.456 0.064 -1.013
H -4.73065 0.17114 3.67692 0.085 -0.004 0.049
H -4.89640 -0.71456 2.20597 -0.106 0.017 -0.052
H -1.62933 -0.07491 1.06165 -0.128 0.004 -0.116
H -3.15565 -0.85148 0.70664 -0.224 0.004 0.050